Arrangement A

{"formula": "C9H12FN3", "method": "ωB97M-V with the def2-TZVPD basis set", "symbols": ["C", "C", "C", "C", "C", "C", "C", "C", "C", "H", "H", "H", "H", "H", "H", "H", "H", "H", "H", "H", "H", "N", "N", "N", "F"], "positions_angstrom": [[-3.789, 0.080, -0.079], [-1.189, 0.209, 0.063], [0.054, -0.239, -0.811], [1.427, -0.257, -0.419], [2.260, -1.405, -0.187], [3.458, -1.212, 0.469], [4.037, -0.009, 0.568], [3.430, 1.148, 0.146], [2.020, 1.003, -0.217], [-3.932, 0.254, 2.380], [-3.219, 2.334, 0.144], [-5.464, -0.543, 0.036], [-2.506, -0.445, -1.519], [-0.619, 1.022, 0.777], [-1.098, -0.771, 0.716], [-0.082, 0.085, -1.945], [-0.135, -1.437, -1.040], [1.973, -2.437, -0.257], [4.003, -2.253, 0.639], [5.130, 0.277, 0.915], [3.975, 2.121, 0.005], [-4.119, 1.179, 0.905], [-4.527, -1.056, -0.106], [-2.477, 0.207, -0.635], [1.390, 2.144, -0.548]], "total_charge": 0, "lumo_energy_ev": -1.6679, "homo_energy_ev": -9.20}

=====

Arrangement B

{"formula": "C9H12FN3", "method": "ωB97M-V with the def2-TZVPD basis set", "symbols": ["C", "C", "C", "C", "C", "C", "C", "C", "C", "N", "N", "N", "F", "H", "H", "H", "H", "H", "H", "H", "H", "H", "H", "H", "H"], "positions_angstrom": [[-0.971, -1.496, -3.047], [-0.952, -1.509, -1.723], [0.573, -0.560, -0.151], [-1.139, 0.352, 1.220], [1.793, 0.310, -0.005], [-0.522, 1.453, 1.937], [1.806, 1.210, 1.304], [0.642, 2.133, 1.255], [-1.681, -2.216, -0.562], [0.046, -0.750, -3.496], [0.697, -0.304, -2.524], [0.116, -0.664, -1.379], [-1.464, -0.677, 2.053], [-1.697, -2.099, -3.635], [2.565, -0.472, -0.014], [1.906, 0.932, -0.856], [-1.297, 2.252, 2.032], [-0.210, 1.074, 2.903], [1.690, 0.428, 2.113], [2.771, 1.835, 1.303], [0.261, 2.497, 0.288], [0.834, 3.123, 1.871], [-2.724, -2.401, -0.780], [-1.275, -3.056, -0.198], [-1.766, -1.396, 0.092]], "total_charge": 0, "lumo_energy_ev": [-0.8866, -0.8865], "homo_energy_ev": [-8.00, -8.00]}

=====

Last place for stability: arrangement A